C18H21N3O2 in the gas phase. Source: the OMol25 dataset; level of theory: wB97M-V/def2-TZVPD.

Structure (XYZ):
```
44
Properties=species:S:1:pos:R:3:mulliken_charge:R:1
O -3.039 -2.720 0.063 -0.84
C -2.394 -1.674 0.138 0.69
N -1.106 -1.654 0.524 0.19
C -0.397 -2.856 0.905 -0.92
C 0.981 -2.923 0.253 -0.18
C 1.978 -1.971 0.936 -0.87
N 3.255 -1.813 0.272 -0.35
C 3.201 -1.167 -1.035 -1.21
C 2.537 0.180 -0.927 0.26
C 3.076 1.148 -0.088 -0.09
C 2.466 2.382 0.041 -0.72
C 1.312 2.665 -0.672 -0.41
C 0.767 1.706 -1.505 -0.59
C 1.374 0.467 -1.627 -0.22
C -2.983 -0.368 -0.292 0.13
N -3.972 -0.297 -1.105 -0.41
O -4.579 -1.387 -1.584 -0.39
C -2.458 0.916 0.193 0.77
C -1.923 1.051 1.474 -0.38
C -1.473 2.282 1.916 -0.69
C -1.563 3.394 1.098 -0.43
C -2.115 3.274 -0.168 -0.50
C -2.556 2.045 -0.619 -0.70
H -0.599 -0.783 0.520 -0.01
H -1.022 -3.695 0.589 0.39
H -0.294 -2.893 1.997 0.32
H 0.879 -2.663 -0.802 0.13
H 1.357 -3.946 0.315 0.37
H 1.540 -0.972 1.023 0.26
H 2.183 -2.335 1.947 0.39
H 3.721 -2.711 0.189 0.29
H 4.238 -1.035 -1.362 0.49
H 2.685 -1.770 -1.799 0.43
H 3.973 0.917 0.466 0.42
H 2.894 3.128 0.694 0.41
H 0.839 3.630 -0.578 0.52
H -0.135 1.919 -2.059 0.47
H 0.941 -0.278 -2.281 0.33
H -4.228 -2.205 -1.148 0.41
H -1.893 0.203 2.143 0.52
H -1.062 2.374 2.911 0.42
H -1.215 4.354 1.450 0.44
H -2.200 4.142 -0.805 0.39
H -2.994 1.938 -1.599 0.47
```

The LUMO energy comes out at 0.016 hartree. Its multiplicity is 1. As for the energy above the lowest of the compared OMol25 structures with the same formula, charge and spin: 275.3 kJ/mol. Its SMILES is O=C(NCCCNCc1ccccc1)/C(=N\O)c1ccccc1.